{
  "formula": "C33H59FO9",
  "method": "the ωB97M-V functional and the def2-TZVPD basis",
  "e_tot_ev": -56322.848,
  "lumo_ha": 0.0111,
  "homo_energy_ev": -9.079,
  "charge": 0,
  "smiles": "Fc1ccccc1.CC(C)=O.CC(C)=O.CC(C)=O.CC(C)=O.CC(C)=O.CC(C)=O.CC(C)=O.CC(C)=O.CC(C)=O",
  "e_above_lowest_kj_mol": 0.00,
  "multiplicity": 1,
  "elements": ["F", "C", "C", "C", "C", "C", "C", "H", "H", "H", "H", "H", "C", "C", "C", "O", "H", "H", "H", "H", "H", "H", "C", "C", "C", "O", "H", "H", "H", "H", "H", "H", "C", "C", "C", "O", "H", "H", "H", "H", "H", "H", "C", "C", "C", "O", "H", "H", "H", "H", "H", "H", "C", "C", "C", "O", "H", "H", "H", "H", "H", "H", "C", "C", "C", "O", "H", "H", "H", "H", "H", "H", "C", "C", "C", "O", "H", "H", "H", "H", "H", "H", "C", "C", "C", "O", "H", "H", "H", "H", "H", "H", "C", "C", "C", "O", "H", "H", "H", "H", "H", "H"],
  "coordinates": [[-22.3203, 15.1713, -29.8382], [-22.8982, 16.2484, -30.4201], [-23.9148, 16.0374, -31.3308], [-24.4239, 17.1280, -32.0253], [-23.9658, 18.3981, -31.7456], [-22.9705, 18.5870, -30.7965], [-22.4281, 17.5037, -30.1257], [-24.2097, 15.0178, -31.5457], [-25.1751, 16.9578, -32.7890], [-24.3740, 19.2686, -32.2429], [-22.6183, 19.5874, -30.5868], [-21.6764, 17.6422, -29.3585], [-27.8637, 19.7249, -34.7537], [-28.1730, 18.2451, -34.7613], [-29.5756, 17.8405, -35.1120], [-27.3280, 17.4418, -34.4325], [-27.0818, 19.8952, -34.0188], [-28.7474, 20.3311, -34.5485], [-27.5229, 20.0533, -35.7393], [-29.9744, 18.5064, -35.8806], [-30.1857, 18.0605, -34.2280], [-29.6665, 16.7930, -35.3728], [-31.7666, 10.7774, -33.0686], [-31.8210, 11.0264, -34.5508], [-30.7422, 11.9158, -35.0926], [-32.6834, 10.5571, -35.2590], [-32.3865, 11.5206, -32.5688], [-30.7466, 10.9382, -32.7103], [-32.1308, 9.7991, -32.7667], [-30.8417, 12.0324, -36.1694], [-29.7526, 11.5338, -34.8380], [-30.8492, 12.9041, -34.6314], [-23.2952, 13.5965, -35.2545], [-24.7041, 13.9803, -34.8903], [-25.5182, 14.7159, -35.9281], [-25.1627, 13.7521, -33.7923], [-22.8669, 12.9717, -34.4739], [-22.7049, 14.5137, -35.3295], [-23.2674, 13.0757, -36.2114], [-24.9458, 14.8530, -36.8410], [-25.7798, 15.6846, -35.4938], [-26.4543, 14.1850, -36.0884], [-29.0336, 15.0189, -32.9088], [-28.2999, 15.5425, -31.7037], [-27.1458, 14.7008, -31.2278], [-28.6172, 16.5574, -31.1254], [-29.4179, 14.0221, -32.6956], [-28.3406, 15.0838, -33.7505], [-29.8673, 15.6772, -33.1499], [-27.4249, 13.6540, -31.1075], [-26.7900, 15.1081, -30.2811], [-26.3437, 14.7520, -31.9654], [-25.3204, 11.5120, -31.0856], [-26.1037, 10.9338, -32.2273], [-25.2862, 10.3305, -33.3377], [-27.3117, 10.9526, -32.2643], [-25.9707, 11.9128, -30.3106], [-24.6121, 12.2584, -31.4423], [-24.7562, 10.7004, -30.6089], [-24.5151, 11.0269, -33.6643], [-25.9408, 10.0944, -34.1772], [-24.8439, 9.3805, -33.0293], [-24.2161, 13.2233, -26.5280], [-25.2299, 14.3386, -26.6479], [-24.9606, 15.3782, -27.7228], [-26.1887, 14.4058, -25.9193], [-24.0905, 12.6612, -27.4529], [-24.5326, 12.5231, -25.7529], [-23.2507, 13.6314, -26.2209], [-24.0389, 15.8531, -27.3698], [-25.7986, 16.0667, -27.7403], [-24.7658, 14.9262, -28.6924], [-30.4090, 17.8432, -28.2598], [-29.6013, 17.8561, -26.9788], [-28.2899, 17.1000, -27.0118], [-29.9851, 18.4181, -25.9855], [-30.4290, 18.8654, -28.6399], [-31.4245, 17.4795, -28.1134], [-29.9204, 17.1867, -28.9788], [-27.8842, 17.0753, -26.0039], [-27.5867, 17.5722, -27.7038], [-28.4274, 16.0829, -27.3855], [-32.2780, 13.2474, -30.4939], [-32.2340, 14.3607, -31.5153], [-32.0008, 15.7637, -31.0144], [-32.3856, 14.1159, -32.6906], [-32.3702, 13.5831, -29.4629], [-31.3490, 12.6795, -30.5780], [-33.0823, 12.5484, -30.7125], [-30.9694, 15.8897, -30.6891], [-32.6463, 15.9068, -30.1434], [-32.3207, 16.4540, -31.7908], [-28.9631, 9.3368, -28.6084], [-29.6650, 10.6234, -28.9590], [-28.8151, 11.8532, -29.2312], [-30.8684, 10.6837, -29.0024], [-29.6107, 8.5095, -28.8966], [-28.8014, 9.2753, -27.5307], [-27.9955, 9.2572, -29.1036], [-29.3957, 12.7238, -28.9329], [-28.6272, 11.8847, -30.3090], [-27.8555, 11.8136, -28.7195]]
}



{
  "formula": "C33H59MgN8O",
  "method": "the ωB97M-V functional and the def2-TZVPD basis",
  "e_tot_ev": -54574.374,
  "lumo_ha": -0.3229,
  "homo_energy_ev": -12.283,
  "charge": 1,
  "multiplicity": 1,
  "elements": ["Mg", "C", "O", "H", "H", "H", "C", "C", "C", "C", "N", "H", "H", "H", "H", "H", "H", "H", "C", "C", "C", "C", "N", "H", "H", "H", "H", "H", "H", "H", "C", "C", "C", "C", "N", "H", "H", "H", "H", "H", "H", "H", "C", "C", "C", "C", "N", "H", "H", "H", "H", "H", "H", "H", "C", "C", "C", "C", "N", "H", "H", "H", "H", "H", "H", "H", "C", "C", "C", "C", "N", "H", "H", "H", "H", "H", "H", "H", "C", "C", "C", "C", "N", "H", "H", "H", "H", "H", "H", "H", "C", "C", "C", "C", "N", "H", "H", "H", "H", "H", "H", "H"],
  "coordinates": [[0.8357, 20.5066, 5.2326], [1.9421, 16.1198, 8.0587], [1.8041, 17.4390, 7.5478], [2.9468, 15.9312, 8.4372], [1.2090, 15.9260, 8.8417], [1.7778, 15.3903, 7.2657], [7.6417, 22.5130, 8.0908], [7.1270, 21.3980, 9.0701], [8.1243, 21.0611, 10.1627], [8.3406, 22.1345, 11.1763], [8.5294, 22.9730, 11.9243], [8.6465, 22.3271, 7.7116], [7.6665, 23.4556, 8.6376], [6.9428, 22.6545, 7.2664], [6.7768, 20.5389, 8.4980], [6.2615, 21.8079, 9.5906], [9.1143, 20.6938, 9.8925], [7.5875, 20.3590, 10.8007], [1.1492, 22.9632, 13.6441], [0.6259, 21.7038, 14.2852], [0.0586, 20.6917, 13.3018], [-1.1598, 20.9919, 12.5110], [-2.0817, 21.1864, 11.8250], [2.1277, 22.7203, 13.2299], [1.1975, 23.7232, 14.4239], [0.5298, 23.3675, 12.8434], [-0.0237, 21.8511, 15.1480], [1.4420, 21.2132, 14.8158], [-0.0745, 19.7447, 13.8249], [0.8415, 20.4530, 12.5818], [-3.9504, 13.6446, 3.7810], [-2.4619, 13.2855, 3.6576], [-1.6096, 14.1091, 2.7276], [-1.5635, 15.5590, 2.9128], [-1.5132, 16.7078, 3.1256], [-4.1333, 14.6638, 4.1213], [-4.5152, 12.9770, 4.4317], [-4.3761, 13.5568, 2.7815], [-2.4388, 12.2685, 3.2662], [-2.1188, 13.3210, 4.6916], [-1.8716, 13.9482, 1.6819], [-0.5794, 13.7632, 2.8113], [7.4407, 14.3280, 4.1887], [6.8288, 15.2662, 3.1420], [6.7531, 16.6971, 3.6700], [8.0597, 17.1887, 4.1442], [9.0860, 17.5602, 4.5127], [7.3045, 13.2840, 3.9064], [6.9504, 14.4195, 5.1579], [8.4821, 14.5786, 4.3905], [5.8029, 14.9367, 2.9774], [7.4101, 15.2687, 2.2200], [6.1279, 16.5863, 4.5560], [6.3690, 17.4299, 2.9604], [4.6894, 9.5307, 9.0394], [3.9963, 8.1936, 8.7084], [3.0962, 8.1706, 7.4530], [2.6730, 6.7988, 7.1634], [2.3379, 5.7160, 6.9261], [4.0349, 10.3850, 9.2123], [5.2943, 9.7291, 8.1546], [5.3594, 9.4600, 9.8963], [3.3360, 7.9249, 9.5330], [4.7563, 7.4160, 8.7852], [3.6074, 8.5989, 6.5909], [2.1898, 8.7510, 7.6250], [-3.4495, 10.8519, 10.0682], [-2.9480, 12.2024, 10.6637], [-3.7150, 13.4821, 10.2404], [-5.2042, 13.5463, 10.4291], [-6.3516, 13.5464, 10.6048], [-3.4169, 10.8394, 8.9788], [-4.4754, 10.7030, 10.4053], [-2.8391, 10.0049, 10.3814], [-1.9162, 12.3461, 10.3432], [-2.9255, 12.1924, 11.7534], [-3.4291, 13.7712, 9.2291], [-3.4011, 14.3426, 10.8312], [4.2116, 14.3990, 14.7805], [4.8876, 13.7922, 16.0678], [4.2418, 12.4931, 16.5818], [2.7802, 12.3841, 16.3221], [1.6284, 12.3060, 16.1098], [3.1759, 14.7244, 14.8776], [4.1884, 13.7343, 13.9169], [4.7919, 15.2571, 14.4413], [4.9138, 14.5111, 16.8867], [5.9425, 13.6292, 15.8474], [4.4016, 12.3705, 17.6530], [4.6649, 11.6935, 15.9738], [9.8729, 15.0801, 10.4676], [11.2900, 15.2151, 9.8714], [12.3576, 15.3867, 10.9504], [12.1192, 16.5137, 11.8759], [11.8622, 17.4240, 12.5498], [9.1084, 15.2438, 9.7081], [9.5803, 15.8117, 11.2207], [9.6602, 14.0857, 10.8600], [11.3928, 16.0877, 9.2262], [11.5810, 14.3291, 9.3072], [13.3026, 15.5695, 10.4388], [12.4451, 14.4681, 11.5305]]
}



{
  "formula": "C33H60BrI2N4O4",
  "method": "the ωB97M-V functional and the def2-TZVPD basis",
  "e_tot_ev": -135585.133,
  "lumo_ha": [0.0725, 0.0521],
  "homo_energy_ev": [-4.711, -4.711],
  "charge": -1,
  "multiplicity": 3,
  "elements": ["C", "C", "N", "C", "N", "C", "C", "C", "Br", "C", "C", "C", "C", "C", "C", "O", "O", "C", "I", "C", "C", "I", "H", "H", "H", "H", "H", "H", "H", "H", "H", "H", "H", "H", "H", "H", "H", "H", "H", "H", "H", "H", "H", "H", "H", "H", "C", "C", "C", "C", "C", "C", "N", "O", "C", "C", "C", "H", "H", "H", "H", "H", "H", "H", "H", "H", "H", "H", "H", "H", "H", "H", "H", "H", "H", "C", "C", "C", "C", "C", "C", "N", "O", "C", "C", "C", "H", "H", "H", "H", "H", "H", "H", "H", "H", "H", "H", "H", "H", "H", "H", "H", "H", "H"],
  "coordinates": [[-0.9879, 6.7505, 0.1197], [-1.2214, 6.7124, -1.3578], [-1.3780, 7.8306, -1.9474], [-1.2201, 5.3987, -2.1654], [-1.7920, 4.2328, -1.5234], [-0.9675, 3.0351, -1.5709], [-0.3591, 2.4812, -0.2320], [-0.7285, 0.9981, -0.0019], [-0.7643, 3.4911, 1.3828], [-3.2215, 3.9657, -1.8166], [-4.0869, 5.2027, -1.4292], [-4.3093, 6.3317, -2.4606], [-5.3508, 6.0806, -3.5681], [-4.8752, 7.5516, -1.6455], [-3.6007, 2.8768, -0.6967], [-3.5789, 1.6559, -1.0018], [-3.9412, 3.3105, 0.4011], [-3.5037, 3.3928, -3.2079], [-1.9774, 3.3609, -4.7385], [-4.6512, 2.8596, -3.6204], [-4.8855, 2.2674, -4.9940], [-6.3730, 2.7439, -2.3985], [-0.1361, 6.1441, 0.4311], [-1.8593, 6.4134, 0.6854], [-0.7730, 7.7694, 0.4481], [-1.5271, 7.6828, -2.9490], [-1.6561, 5.6586, -3.1379], [-0.1547, 5.2443, -2.3810], [-1.4834, 2.1875, -2.0265], [-0.0984, 3.1821, -2.2234], [0.7276, 2.4895, -0.3192], [-1.6440, 0.9788, 0.5903], [-0.9472, 0.5160, -0.9553], [0.0967, 0.5073, 0.5128], [-5.0490, 4.9173, -1.0160], [-3.5611, 5.6392, -0.5794], [-3.4230, 6.7238, -2.9548], [-6.3116, 5.7267, -3.1994], [-4.9589, 5.4717, -4.3856], [-5.5465, 7.0604, -4.0290], [-5.9469, 7.6336, -1.8542], [-4.4420, 8.4937, -1.9904], [-4.7165, 7.4248, -0.5749], [-4.9027, 3.0510, -5.7544], [-4.1542, 1.4894, -5.2094], [-5.8589, 1.7733, -5.0235], [3.0432, -1.8217, -4.2081], [3.2207, -0.9189, -2.9577], [4.6659, -0.9619, -2.4358], [5.0160, -2.1955, -1.6085], [3.9833, -2.3986, -0.5032], [2.5581, -2.4752, -1.0504], [2.2230, -1.3040, -1.9170], [2.0156, -0.2802, -1.1472], [2.4069, -3.8079, -1.8126], [1.5709, -2.5949, 0.1081], [2.9896, 0.4974, -3.4898], [2.5196, -2.7522, -4.0133], [2.4409, -1.3229, -4.9684], [4.0038, -2.0722, -4.6622], [4.8445, -0.0825, -1.8082], [5.3599, -0.8756, -3.2746], [5.0864, -3.0791, -2.2495], [6.0047, -2.0653, -1.1616], [4.2140, -3.3096, 0.0541], [4.0634, -1.5746, 0.2138], [1.4268, -3.8793, -2.2874], [2.4992, -4.6455, -1.1202], [3.1718, -3.9669, -2.5708], [1.6605, -1.7725, 0.8174], [1.7573, -3.5150, 0.6645], [0.5421, -2.6249, -0.2550], [1.9564, 0.6376, -3.8107], [3.6374, 0.6698, -4.3510], [3.2233, 1.2632, -2.7511], [2.9681, -4.5291, 6.3023], [2.2968, -4.3566, 4.9130], [0.9868, -3.5598, 5.0173], [-0.2148, -4.3575, 5.5117], [-0.3683, -5.6387, 4.6979], [0.9054, -6.4852, 4.7021], [2.1058, -5.6978, 4.2795], [2.0539, -5.5383, 2.9927], [1.0857, -7.0800, 6.1140], [0.7093, -7.7065, 3.8050], [3.2793, -3.4787, 4.1347], [2.8669, -5.5240, 6.7248], [4.0450, -4.3668, 6.2398], [2.5711, -3.8198, 7.0301], [0.7337, -3.1591, 4.0304], [1.1378, -2.6915, 5.6611], [-0.1155, -4.5781, 6.5787], [-1.1184, -3.7533, 5.4097], [-1.2021, -6.2254, 5.0901], [-0.6376, -5.3760, 3.6699], [2.0231, -7.6343, 6.1905], [0.2739, -7.7746, 6.3326], [1.0576, -6.3361, 6.9074], [0.4371, -7.4332, 2.7866], [-0.0972, -8.3287, 4.1928], [1.6146, -8.3155, 3.7686], [4.2178, -4.0034, 3.9467], [3.5033, -2.5841, 4.7169], [2.8758, -3.1482, 3.1781]]
}